# 1
{
  "formula": "C2H2N3O2",
  "method": "ωB97M-V with the def2-TZVPD basis set",
  "lumo_energy_ev": [4.453, 1.698],
  "multiplicity": 3,
  "homo_lumo_gap_ev": [8.24, 6.09],
  "charge": -1,
  "elements": ["C", "C", "N", "N", "N", "O", "O", "H", "H"],
  "positions_angstrom": [[-0.054, -0.596, -0.198], [2.237, 0.174, 0.019], [-1.342, -0.317, 0.184], [-1.428, 0.655, 0.970], [0.728, 0.347, 0.100], [2.802, 1.212, -0.351], [2.608, -0.859, 0.615], [0.327, -1.467, -0.720], [-0.566, 1.161, 1.127]],
  "atomic_forces_ev_per_a": [[0.3, 0.1, -0.5], [-1.0, 0.7, 1.7], [-0.9, 0.3, 0.9], [-2.2, -2.0, -0.8], [2.6, 0.9, 0.2], [0.3, -0.7, -0.5], [0.4, 0.1, -1.0], [-0.8, -0.4, 0.0], [1.3, 1.0, 0.0]],
  "lowdin_spin": [0.098, 0.005, 0.642, 0.896, 0.251, 0.014, 0.021, -0.005, 0.077]
}

***

# 2
{
  "formula": "C2H2N3O2S",
  "method": "ωB97M-V with the def2-TZVPD basis set",
  "lumo_energy_ev": [3.425, 3.418],
  "homo_lumo_gap_ev": [6.87, 6.69],
  "charge": -1,
  "elements": ["C", "C", "N", "N", "N", "O", "O", "S", "H", "H"],
  "positions_angstrom": [[0.722, -0.210, -1.576], [-0.115, -0.815, 0.284], [0.892, -1.100, -0.648], [-0.866, 0.220, -0.109], [-0.321, 0.595, -1.295], [-0.275, -1.481, 1.334], [0.125, 1.316, 3.071], [-0.819, 0.157, 3.175], [1.307, -0.102, -2.472], [-0.650, 1.421, -1.764]],
  "atomic_forces_ev_per_a": [[-0.3, 0.4, -0.2], [0.1, 0.2, -0.7], [0.3, -0.2, 0.0], [-0.6, 0.4, 0.3], [0.4, -0.2, -0.3], [-0.3, -0.1, 1.3], [-0.2, -0.2, 0.1], [0.4, -0.1, -0.4], [0.1, 0.0, -0.2], [0.1, -0.2, 0.1]],
  "lowdin_charge": [-0.272, -0.704, 0.095, 0.040, -0.062, -0.228, -0.749, 0.676, 0.087, 0.118]
}

***

# 3
{
  "formula": "C2H2N3O2S2",
  "method": "ωB97M-V with the def2-TZVPD basis set",
  "lumo_energy_ev": 3.689,
  "homo_lumo_gap_ev": 7.88,
  "charge": -1,
  "elements": ["C", "C", "N", "N", "N", "O", "O", "S", "S", "H", "H"],
  "positions_angstrom": [[-0.578, 0.066, -1.061], [-0.289, 0.775, 0.130], [-1.865, -0.246, -1.047], [-1.402, 0.956, 0.804], [-2.303, 0.232, 0.155], [1.690, -1.637, 1.158], [3.810, -0.645, 0.416], [1.717, 1.485, 0.671], [2.316, -0.711, 0.174], [0.171, -0.394, -1.692], [-3.267, 0.119, 0.294]],
  "atomic_forces_ev_per_a": [[0.1, -0.4, 1.0], [2.9, 1.8, 0.4], [0.1, -0.4, 1.0], [0.0, -0.4, 1.1], [1.9, -0.1, -3.1], [0.1, 1.2, -0.9], [-2.1, 0.2, -0.6], [-4.0, -1.3, -0.7], [2.4, -1.7, 1.3], [-0.4, 0.4, -0.4], [-1.1, 0.5, 0.9]],
  "lowdin_charge": [-0.216, -0.482, 0.030, 0.026, -0.099, -0.563, -0.621, 0.316, 0.422, 0.073, 0.114]
}

***

# 4
{
  "formula": "C2H2N3S2",
  "method": "ωB97M-V with the def2-TZVPD basis set",
  "lumo_energy_ev": [2.766, 1.853],
  "smiles": "[H]/N=N\\C=C(\\[S-])N=S",
  "homo_lumo_gap_ev": [6.64, 5.21],
  "charge": -1,
  "elements": ["H", "N", "N", "C", "C", "S", "N", "S", "H"],
  "positions_angstrom": [[-1.612, -0.303, -0.685], [-1.387, -0.901, 0.139], [-0.267, -0.668, 0.639], [0.705, 0.115, 0.280], [0.784, 0.978, -0.867], [2.322, 1.699, -1.102], [-0.160, 1.095, -1.746], [-1.022, 2.176, -2.505], [1.576, 0.123, 0.917]],
  "atomic_forces_ev_per_a": [[0.2, 0.6, 0.5], [-1.1, -0.3, -1.3], [0.0, -1.3, 1.8], [0.2, 0.7, -0.8], [1.8, 0.1, -0.4], [0.2, 0.5, -0.1], [-1.5, -0.7, 0.3], [0.3, 0.2, -0.1], [-0.1, 0.3, 0.2]],
  "lowdin_charge": [0.019, 0.017, -0.144, -0.242, -0.986, 0.389, -0.593, 0.477, 0.061]
}

***

# 5
{
  "formula": "C2H2N4",
  "method": "ωB97M-V with the def2-TZVPD basis set",
  "lumo_energy_ev": -0.589,
  "smiles": "c1cnnnn1",
  "homo_lumo_gap_ev": 10.01,
  "elements": ["C", "C", "N", "N", "N", "N", "H", "H"],
  "positions_angstrom": [[-0.570, -0.627, 0.360], [-0.644, 0.719, -0.111], [0.311, 1.049, -0.932], [1.575, 0.422, -0.640], [1.673, -0.512, 0.212], [0.563, -1.244, 0.490], [-1.468, -1.226, 0.437], [-1.440, 1.418, 0.184]],
  "atomic_forces_ev_per_a": [[-0.1, -0.1, -0.1], [0.3, -0.4, 0.0], [1.2, 0.1, 1.4], [-1.1, 0.3, -0.3], [-0.3, 0.0, -0.7], [-0.1, 0.5, 0.1], [-0.1, 0.0, 0.5], [0.1, -0.4, -0.8]],
  "lowdin_charge": [-0.136, -0.142, 0.060, 0.001, -0.047, 0.039, 0.108, 0.116]
}

***

# 6
{
  "formula": "C2H2N4",
  "method": "ωB97M-V with the def2-TZVPD basis set",
  "lumo_energy_ev": -0.492,
  "homo_lumo_gap_ev": 8.03,
  "elements": ["C", "N", "N", "C", "N", "N", "H", "H"],
  "positions_angstrom": [[1.488, 0.138, -0.177], [0.656, 1.019, 0.087], [-0.641, 1.197, 0.015], [-1.276, 0.030, 0.205], [-0.714, -1.066, -0.353], [0.357, -1.371, -0.786], [2.417, 0.089, 0.417], [-2.286, -0.037, 0.593]],
  "atomic_forces_ev_per_a": [[-1.3, -0.9, 0.3], [0.5, 0.1, 0.0], [-0.3, -0.3, -0.1], [0.2, 0.3, 0.1], [0.6, -0.4, -0.2], [0.5, 1.4, 0.7], [-0.4, -0.3, -0.6], [0.3, 0.0, -0.2]],
  "lowdin_charge": [0.003, -0.049, 0.019, -0.213, -0.057, 0.116, 0.082, 0.100]
}

***

# 7
{
  "formula": "C2H2N4",
  "method": "ωB97M-V with the def2-TZVPD basis set",
  "lumo_energy_ev": [-0.424, -0.669],
  "homo_lumo_gap_ev": [8.17, 7.45],
  "elements": ["C", "N", "N", "N", "N", "C", "H", "H"],
  "positions_angstrom": [[-0.537, -0.430, 0.215], [0.597, -0.974, 0.499], [1.712, -0.541, 0.268], [2.436, -0.249, -0.552], [-0.423, 0.993, -1.144], [-0.937, 0.904, -0.008], [-1.257, -1.228, 0.126], [-1.593, 1.526, 0.596]],
  "atomic_forces_ev_per_a": [[-1.8, -0.3, -0.8], [0.9, -2.9, 2.5], [-0.1, 1.3, -2.4], [1.8, 0.6, 0.5], [-0.3, -0.8, 0.7], [0.1, 1.7, -0.3], [-0.6, 0.1, -0.2], [0.0, 0.4, -0.1]],
  "lowdin_charge": [-0.190, 0.020, -0.131, 0.232, 0.177, -0.321, 0.117, 0.096]
}

***

# 8
{
  "formula": "C2H2N4",
  "method": "ωB97M-V with the def2-TZVPD basis set",
  "lumo_energy_ev": -0.508,
  "homo_lumo_gap_ev": 8.37,
  "elements": ["C", "C", "N", "N", "N", "N", "H", "H"],
  "positions_angstrom": [[-2.402, 1.033, 0.053], [-1.017, 0.796, 0.062], [-3.348, 0.340, -0.045], [-2.071, -1.463, -0.031], [-0.096, 1.577, -0.058], [-1.048, -0.861, 0.030], [0.847, 1.280, 0.087], [-0.077, -1.437, 0.204]],
  "atomic_forces_ev_per_a": [[-2.2, -0.2, -0.4], [-1.0, -1.1, -0.4], [0.2, 1.6, 0.2], [1.4, -0.3, -0.1], [1.2, 1.4, 0.6], [1.8, -2.8, 1.1], [0.7, -0.7, -0.4], [-2.0, 2.0, -0.6]],
  "lowdin_charge": [-0.206, -0.362, 0.158, 0.076, 0.195, -0.120, 0.067, 0.192]
}

***

Per-record calculated total energy, eV: -10669.007; -21506.088; -32341.453; -28244.842; -8062.918; -8061.521; -8060.596; -8061.779
Per-record largest force on an atom, eV/A: 3.06; 1.31; 4.25; 2.21; 1.85; 1.68; 3.97; 3.45
Per-record ΔE to the lowest compared entry with this formula, charge and spin, kJ/mol: 6.60; 212.11; 160.80; 300.96; 310.13; 444.85; 534.13; 419.95